<1>
ORCA calculation (ωB97M-V/def2-TZVPD) on 2 unconnected molecules or ions with the total composition C3H10N3.

```
16
Properties=species:S:1:pos:R:3
N 0.582 -0.881 -0.656
C 0.268 -0.902 -1.910
N 0.885 -1.592 -2.852
H 1.408 -1.404 -0.381
H 0.096 -0.238 0.110
H -0.568 -0.302 -2.259
H 0.514 -1.583 -3.786
H 1.602 -2.265 -2.629
C 0.328 1.172 2.267
C -1.734 1.050 1.134
N -0.553 0.620 1.243
H 0.728 0.374 2.888
H -0.174 1.912 2.893
H 1.162 1.645 1.755
H -2.331 0.752 0.272
H -2.214 1.644 1.910
```

charge: +1
frontier orbital gap: 11.45 eV
LUMO: -2.88 eV
HOMO level: -14.332 eV

=====

<2>
ORCA calculation (ωB97M-V/def2-TZVPD) on 2 unconnected molecules or ions with the total composition C3H10N3.

```
16
Properties=species:S:1:pos:R:3
C -0.816 -0.086 1.355
C 1.323 1.171 -0.745
C 0.300 -0.908 -1.501
N -2.111 -0.130 1.154
N 1.004 -0.215 -0.544
N -0.114 -0.255 2.406
H 1.785 1.634 0.098
H 2.140 0.932 -1.485
H 0.497 1.648 -1.366
H -0.480 -1.602 -1.015
H -0.015 -0.225 -2.359
H 0.994 -1.665 -2.081
H -2.380 0.135 0.284
H -3.048 -0.262 1.715
H -0.610 -0.622 3.226
H 0.888 -0.157 2.315
```

charge: +1
frontier orbital gap (spin up / spin down): 6.88 / 9.30 eV
LUMO (spin up / spin down): -6.09 / -4.60 eV
HOMO level (spin up / spin down): -12.973 / -13.895 eV

=====

<3>
ORCA calculation (ωB97M-V/def2-TZVPD) on 2 unconnected molecules or ions with the total composition C3H10N3.

```
16
Properties=species:S:1:pos:R:3
C -0.167 -1.094 -1.258
C -0.610 -1.721 0.092
C -0.586 -0.292 -0.048
N 1.649 0.238 0.759
N -1.049 0.794 0.433
N -0.722 1.996 -0.211
H 0.938 -1.349 -1.298
H -0.699 -1.122 -2.208
H -1.705 -2.081 0.163
H 0.087 -2.282 0.627
H 1.984 0.146 1.706
H 1.300 1.158 0.733
H -1.305 0.830 1.514
H -1.489 2.623 -0.401
H 2.578 0.334 0.404
H -0.204 1.822 -1.008
```

charge: +1
frontier orbital gap: 10.64 eV
LUMO: -3.93 eV
HOMO level: -14.561 eV

=====

<4>
ORCA calculation (ωB97M-V/def2-TZVPD) on a gas-phase ion, C3H10N3 (charge +1).

```
16
Properties=species:S:1:pos:R:3
C -1.475 -0.902 0.022
N -0.130 -0.422 0.163
C 0.651 -1.076 1.106
C 0.323 0.688 -0.422
N 1.495 1.150 -0.130
N -0.296 1.294 -1.473
H -1.444 -1.462 -0.883
H -2.283 -0.155 -0.047
H -1.857 -1.426 0.939
H 0.948 -0.557 2.103
H 1.534 -1.338 0.632
H 0.173 -2.005 1.578
H 1.849 1.937 -0.622
H 1.844 1.059 0.812
H -0.327 2.297 -1.696
H -1.004 0.917 -2.083
```

charge: +1
frontier orbital gap: 11.37 eV
SMILES string: C[N+](C)=C(N)N
LUMO: -3.01 eV
HOMO level: -14.380 eV

=====

So which one is most stable? That would be <1>, about 1.2 kcal/mol below the next structure.

=====

<1>
ORCA calculation (ωB97M-V/def2-TZVPD) on a single C3H4N2OS molecule.

```
11
Properties=species:S:1:pos:R:3
C 0.863 -0.630 -0.106
C -0.497 -0.306 -0.049
N -1.162 1.397 0.128
N -2.437 1.196 0.150
C -3.117 0.043 -0.028
O -4.304 -0.118 -0.157
S -1.870 -1.323 -0.013
H 1.142 -1.107 0.741
H 1.439 0.323 -0.181
H 1.154 -1.387 -0.945
H -2.829 2.116 0.098
```

frontier orbital gap (spin up / spin down): 7.52 / 8.44 eV
SMILES string: Cc1n[nH]c(=O)s1
LUMO (spin up / spin down): -0.08 / 0.15 eV
HOMO level (spin up / spin down): -7.606 / -8.290 eV

=====

<2>
ORCA calculation (ωB97M-V/def2-TZVPD) on a single C3H4N2OS molecule.

```
11
Properties=species:S:1:pos:R:3
C 1.750 0.401 0.530
S 0.965 -0.140 -1.027
N -0.345 -0.972 -0.380
C -1.618 -0.486 -0.242
O -2.602 -1.159 -0.065
C -1.694 0.951 -0.331
N -1.863 2.064 -0.529
H 1.120 1.075 1.095
H 2.730 0.820 0.325
H 1.857 -0.538 1.109
H -0.302 -2.015 -0.484
```

frontier orbital gap: 9.96 eV
SMILES string: CSNC(=O)C#N
LUMO: 0.14 eV
HOMO level: -9.819 eV

=====

So which one is most stable? That would be <2>, about 73.1 kcal/mol below the next structure.

=====

<1>
ORCA calculation (ωB97M-V/def2-TZVPD) on a single C3H4N2OS molecule.

```
11
Properties=species:S:1:pos:R:3
N 0.138 -2.020 0.739
N 0.274 -0.686 0.424
S 0.731 0.484 1.534
C 0.271 1.758 0.497
C -0.006 1.338 -0.797
C -0.220 -0.034 -1.016
O -0.781 -0.718 -1.867
H 1.068 -2.383 0.935
H -0.153 -2.473 -0.141
H 0.351 2.700 0.822
H -0.202 2.044 -1.659
```

frontier orbital gap: 8.23 eV
SMILES string: Nn1sccc1=O
LUMO: 0.16 eV
HOMO level: -8.069 eV

=====

<2>
ORCA calculation (ωB97M-V/def2-TZVPD) on a single C3H4N2OS molecule.

```
11
Properties=species:S:1:pos:R:3
H -1.452 2.624 0.245
N -0.622 2.139 0.001
C -0.653 0.866 0.121
S -1.996 -0.441 0.007
C -0.747 -1.650 0.130
C 0.489 -1.156 0.014
N 0.516 0.212 0.033
O 1.678 1.059 0.077
H -0.866 -2.728 0.012
H 1.340 -1.661 -0.094
H 2.313 0.735 -0.547
```

frontier orbital gap: 8.53 eV
SMILES string: [H]/N=c1\sccn1O
LUMO: 0.66 eV
HOMO level: -7.875 eV

=====

<3>
ORCA calculation (ωB97M-V/def2-TZVPD) on 2 unconnected molecules or ions with the total composition C3H4N2OS.

```
11
Properties=species:S:1:pos:R:3
C -0.805 -0.153 -1.284
C -1.875 -0.091 0.639
C 0.088 -0.406 -0.299
N -2.075 -0.057 -0.686
N -0.569 -0.309 0.914
O 3.097 0.712 -0.287
S 2.517 -0.800 -0.272
H -0.548 0.020 -2.378
H -2.772 0.183 1.305
H -0.085 -0.287 1.729
H 3.028 1.189 0.619
```

frontier orbital gap: 8.38 eV
LUMO: -0.73 eV
HOMO level: -9.107 eV

=====

<4>
ORCA calculation (ωB97M-V/def2-TZVPD) on 2 unconnected molecules or ions with the total composition C3H4N2OS.

```
11
Properties=species:S:1:pos:R:3
C 1.052 -1.062 -0.446
C 0.015 -1.806 -1.015
C -0.648 0.198 0.064
N -1.278 2.044 0.990
N 0.653 0.075 0.190
O 1.440 0.852 0.747
S -1.466 -0.930 -0.881
H 2.073 -1.537 -0.192
H -0.159 -2.593 -1.747
H -0.787 2.736 0.389
H -0.895 2.024 1.901
```

frontier orbital gap: 8.06 eV
LUMO: -0.52 eV
HOMO level: -8.584 eV

=====

So which one is most stable? That would be <1>, about 14.5 kcal/mol below the next structure.

=====

<1>
ORCA calculation (ωB97M-V/def2-TZVPD) on 2 unconnected molecules or ions with the total composition C3H4N2OS.

```
11
Properties=species:S:1:pos:R:3
C -0.797 2.365 -1.169
C 1.051 -1.123 0.023
C 0.111 1.404 -0.704
N -1.707 3.075 -1.332
N -1.016 -1.733 1.627
O -2.036 -1.577 2.171
S -0.457 -0.151 -0.362
H 1.499 -0.878 1.001
H 1.644 -1.036 -0.873
H 0.716 -2.185 0.068
H 0.992 1.839 -0.450
```

frontier orbital gap (spin up / spin down): 7.85 / 7.66 eV
LUMO (spin up / spin down): -0.19 / -1.35 eV
HOMO level (spin up / spin down): -8.037 / -9.007 eV

=====

<2>
ORCA calculation (ωB97M-V/def2-TZVPD) on 2 unconnected molecules or ions with the total composition C3H4N2OS.

```
11
Properties=species:S:1:pos:R:3
O 2.328 -1.632 -0.408
C 2.223 -0.517 -0.003
N 1.984 0.268 0.985
S 2.502 1.176 -0.467
H 1.012 0.391 1.471
C -1.955 0.095 -0.680
C -1.270 -0.076 0.575
N -0.712 -0.157 1.592
H -1.946 -0.889 -1.287
H -1.231 0.728 -1.109
H -2.933 0.613 -0.669
```

frontier orbital gap: 9.34 eV
SMILES string: O=C1NS1.CC#N
LUMO: 0.40 eV
HOMO level: -8.940 eV

=====

<3>
ORCA calculation (ωB97M-V/def2-TZVPD) on 2 unconnected molecules or ions with the total composition C3H4N2OS.

```
11
Properties=species:S:1:pos:R:3
C -0.239 0.103 -0.641
C 0.898 0.019 -1.407
C 1.202 -0.324 1.161
N 0.065 -0.151 0.659
N -2.421 0.266 1.140
O 3.673 -0.045 -0.585
S 2.313 -0.591 -0.427
H -1.278 0.097 -0.798
H 0.980 0.383 -2.394
H -2.648 0.924 1.844
H -2.545 -0.682 1.448
```

frontier orbital gap (spin up / spin down): 7.88 / 7.94 eV
LUMO (spin up / spin down): -1.96 / -0.89 eV
HOMO level (spin up / spin down): -9.844 / -8.833 eV

=====

So which one is most stable? That would be <2>, about 51.9 kcal/mol below the next structure.